A structure of composition C14H17LiN2O3SSe2. Source: the OMol25 dataset; level of theory: wB97M-V/def2-TZVPD.

Output
maximum force	0.609	eV/A
total energy	-6087.5786	a.u.
orbital gap	8.53	eV
LUMO level	0.248	eV

Structure (ORCA input):
```
! RIJCOSX wB97M-V def2-TZVPD def2/J DEFGRID3
* xyz 0 1
Li -0.373 0.072 -0.231
Se -2.910 1.576 -1.331
Se -2.779 2.960 0.472
C -1.946 1.803 1.776
C -1.584 2.371 2.990
C -1.060 1.547 3.968
C -0.914 0.192 3.710
C -1.288 -0.273 2.463
N -1.792 0.513 1.506
C -1.262 1.890 -2.301
C -0.989 3.141 -2.835
C 0.197 3.305 -3.525
C 1.044 2.216 -3.678
C 0.662 1.002 -3.139
N -0.472 0.833 -2.454
H -1.703 3.434 3.157
H -0.757 1.961 4.921
H -0.498 -0.480 4.446
H -1.154 -1.315 2.193
H -1.681 3.958 -2.688
H 0.459 4.270 -3.939
H 1.984 2.310 -4.206
H 1.294 0.126 -3.231
C 2.646 2.381 0.296
C 1.310 1.659 0.220
O 1.297 0.408 0.421
O 0.284 2.318 -0.072
H 3.338 1.834 0.935
H 2.509 3.400 0.654
H 3.068 2.428 -0.711
C -2.088 -2.129 -2.726
S -1.728 -2.685 -1.059
C -3.351 -2.338 -0.380
O -0.809 -1.678 -0.447
H -2.780 -2.836 -3.184
H -1.144 -2.116 -3.266
H -2.504 -1.123 -2.689
H -4.096 -2.906 -0.938
H -3.524 -1.263 -0.449
H -3.348 -2.653 0.662
*
```

Löwdin atomic charge list, values in e, 4 entries:
1 Li 0.53
2 Se 0.66
3 Se 0.69
4 C -0.66